Entry from the Open Molecules 2025 dataset: a cluster of 10 separate species, C20H35N11O4P2 in total at a distorted geometry (wB97M-V/def2-TZVPD).

Structure (XYZ):
```
72
Properties=species:S:1:pos:R:3:lowdin_charge:R:1
C -3.936 7.942 6.627 -0.07
H 6.185 0.786 1.288 0.08
H -4.075 8.384 7.617 0.08
C -0.989 5.786 -5.676 -0.22
H 0.795 -2.062 -5.393 0.07
H 2.459 5.472 -1.792 0.08
H 5.327 0.897 -0.267 0.07
H -1.905 2.870 6.340 0.08
P -1.691 -2.819 -0.031 0.71
H -0.933 3.956 -6.810 0.07
C -5.469 -2.444 -4.399 -0.07
N -1.882 -2.998 -1.661 -0.31
H 6.495 -5.980 0.265 0.08
N -4.802 -1.847 -1.766 0.09
H -3.063 4.131 6.828 0.06
H 1.924 -1.689 1.005 0.01
H 0.600 4.862 -6.800 0.08
H -2.742 -2.404 -1.856 -0.10
H -2.824 0.254 4.762 0.06
H 6.454 -4.426 -0.603 0.08
H -1.946 4.424 5.472 0.04
H -0.413 -2.189 0.175 0.01
H -3.030 0.688 3.048 0.06
C 1.386 -3.569 -3.973 -0.20
C 2.751 -2.777 -0.387 -0.14
H -2.730 -1.979 0.539 0.02
O -1.866 -4.398 0.680 -0.42
H -0.099 -6.079 -1.265 0.09
N 1.623 2.947 -3.772 0.08
O -0.058 -6.483 -0.333 -0.18
O -0.451 -6.017 2.272 -0.36
C -0.259 4.558 -6.195 -0.09
C 5.049 2.597 1.026 -0.21
C 1.938 3.616 -2.751 -0.18
C 1.678 -4.016 -0.278 -0.26
P -0.342 -5.215 0.877 0.71
C 5.844 -5.181 -0.099 -0.08
O 1.044 -4.173 1.039 -0.28
H -3.548 -0.913 3.630 0.08
H -3.789 8.743 5.897 0.08
C -5.104 -2.118 -2.960 -0.18
H 5.337 -4.719 0.753 0.07
H 2.266 -5.024 -0.528 0.10
N 4.875 3.832 1.211 0.08
N -0.270 -1.148 3.178 0.09
N -1.594 6.805 -5.246 0.07
H -4.833 7.377 6.359 0.08
C 5.260 1.108 0.803 -0.08
H 3.250 4.037 -1.096 0.05
H 4.422 0.546 1.225 0.06
H -5.744 -1.528 -4.930 0.08
C -3.581 3.101 5.008 -0.20
C -2.795 -0.127 3.738 -0.10
C 4.819 -5.749 -1.067 -0.21
C 0.729 -2.242 -4.317 -0.08
C -1.415 -0.685 3.432 -0.20
N -1.723 6.257 6.643 0.10
C 2.319 4.422 -1.521 -0.07
N 1.931 -4.670 -3.687 0.10
H 1.528 4.351 -0.769 0.08
H 0.904 -3.888 -1.168 0.09
H -6.314 -3.137 -4.422 0.08
H 0.093 3.952 -5.356 0.02
C -2.556 3.669 5.976 -0.11
H -4.615 -2.905 -4.904 0.08
H 1.234 -1.428 -3.788 0.07
N 3.968 -6.219 -1.870 0.10
C -2.727 7.021 6.636 -0.17
H -0.323 -2.259 -4.022 0.05
H 3.634 -2.894 -1.166 0.12
N -4.432 2.631 4.205 0.09
N 2.744 -1.625 0.364 0.06
```

Its SMILES is [H]/N=C\CO[P@](=O)(O)O[PH2]=N.CC#N.CC#N.CC#N.CC#N.CC#N.CC#N.CC#N.CC#N.CC#N. The HOMO-LUMO gap is 8.88 eV. As for the charge: 0. Its lowest unoccupied orbital energy is -0.1 eV. The HOMO energy comes out at -9.017 eV.

***

Entry from the Open Molecules 2025 dataset: a structure of composition C20H35N2O2P2Tm at a distorted geometry (wB97M-V/def2-TZVPD).

Structure (XYZ):
```
62
Properties=species:S:1:pos:R:3:nbo_charge:R:1
C -0.851 -1.021 1.059 -0.62
H 1.326 0.485 1.928 0.17
O -0.879 5.326 -1.502 -0.95
C -1.654 -2.128 0.858 -0.22
H 4.311 0.095 1.198 0.26
C 2.566 -2.522 0.438 -0.91
N 0.033 -0.719 -2.200 -0.65
H -0.176 2.485 4.282 0.19
H 3.146 -1.945 -2.104 0.27
C -3.875 1.202 -0.379 -0.91
O 1.939 3.530 -3.300 -0.97
Tm 0.152 0.571 -0.274 1.88
H 2.626 -0.361 3.665 0.18
C 1.912 -0.110 4.466 -0.39
H 2.554 -2.539 1.535 0.27
H -3.944 0.317 0.269 0.27
H -2.212 -3.031 4.108 0.24
H -0.697 1.100 5.292 0.18
C -2.168 -2.854 1.948 -0.20
C 4.192 -0.176 0.140 -0.92
H 2.085 -2.529 -4.167 0.25
C -2.514 2.400 -2.652 -0.92
H 4.395 0.709 -0.481 0.26
C -2.444 -0.342 -2.285 -0.73
H -3.945 2.109 0.236 0.26
C -0.086 -2.374 -4.438 -0.08
H 2.424 0.432 5.280 0.22
C -1.165 -0.979 -2.800 0.26
H -0.740 -1.028 4.457 0.23
H -2.402 3.431 -2.297 0.28
H -0.128 1.509 2.325 0.19
C -1.247 -1.823 -3.893 -0.23
H -1.765 2.208 -3.433 0.26
C 1.168 -1.303 -2.685 0.25
H -2.238 -2.002 -4.322 0.25
H 1.719 -3.101 0.050 0.26
H 1.620 4.317 -2.813 0.48
C -1.011 -1.360 3.456 -0.23
C -0.511 -0.646 2.368 0.01
P 2.490 -0.786 -0.130 0.72
N 0.888 0.744 3.947 -0.47
H 3.046 -0.212 -2.460 0.28
C 2.500 -1.058 -1.981 -0.75
C 0.404 0.565 2.579 -0.25
C 1.139 -2.101 -3.817 -0.23
H -0.910 4.977 -0.591 0.46
C -1.840 -2.473 3.251 -0.18
H -3.513 2.235 -3.072 0.25
H -4.700 1.189 -1.103 0.26
H -1.235 6.231 -1.422 0.50
H -3.062 -1.085 -1.743 0.28
C 0.177 1.605 4.841 -0.39
H -0.126 -2.994 -5.333 0.26
H -3.066 -0.028 -3.142 0.27
H 0.860 1.912 5.647 0.22
P -2.282 1.225 -1.270 0.70
H 3.502 -2.970 0.085 0.25
H 1.498 -1.049 4.882 0.19
H -1.896 -2.456 -0.158 0.20
H -2.812 -3.718 1.764 0.23
H 4.909 -0.972 -0.109 0.26
H 2.513 3.891 -3.999 0.49
```

The HOMO-LUMO gap (alpha / beta) is 6.71 / 6.74 eV. For the energy relative to the best compared isomer or geometry (same formula, charge and spin), the calculation gives 0.0 kcal per mole. Its expectation value of S² is 2.00. As for the charge: +2. The multiplicity is 3. Its lowest unoccupied orbital energy (alpha / beta) is -6.4 / -6.3 eV. The HOMO energy (alpha / beta) comes out at -13.084 / -13.085 eV.

***

How do the records compare in molecular weight? In the order shown, they have 555.52; 566.39 g mol⁻¹.
How do the records compare in E_tot? In the order shown, they have -64455.2381; -76476.4515 eV.